92
Properties=species:S:1:pos:R:3:forces:R:3 method="wB97M-V/def2-TZVPD" total_charge=0 smiles="C#Cc1nc2cc(F)ccc2nc1N(C)C(C)=O.ClCCCl.ClCCCl.ClCCCl.ClCCCl.ClCCCl.ClCCCl.ClCCCl.ClCCCl" total_energy_ha=-8832.638726 multiplicity=1 gap_ev=8.431
C 0.21310 -1.95437 2.73753 0.630 0.662 0.002
C -0.50904 -1.12299 2.27065 -0.326 0.235 0.216
C -1.36285 -0.03617 1.87960 0.171 -0.749 -0.033
N -2.65455 -0.16414 2.04045 0.361 0.710 -0.343
C -3.36876 0.93537 1.66204 -0.701 -0.039 0.020
C -4.77648 0.89611 1.78022 -0.354 -0.311 0.189
C -5.52170 1.97022 1.41333 0.484 0.272 -0.145
F -6.86543 1.92868 1.51861 -0.033 -0.066 0.033
C -4.93764 3.14795 0.90664 -0.075 -0.243 -0.012
C -3.57648 3.19562 0.77811 -0.415 0.196 -0.080
C -2.77215 2.09698 1.14606 0.333 0.207 -0.059
N -1.41808 2.17820 0.97246 -0.139 -0.193 0.215
C -0.73077 1.13784 1.33124 0.021 0.069 0.075
N 0.68276 1.11332 1.21077 -0.132 0.546 -0.547
C 1.15190 0.66898 -0.11769 0.112 -0.733 0.170
C 1.31186 2.34904 1.63457 0.137 0.205 0.460
C 1.25194 3.59656 0.77951 0.047 -0.378 -0.214
O 1.88979 2.36787 2.68515 -0.047 -0.054 0.103
H 1.00101 -2.52932 3.15566 -0.085 -0.175 -0.022
H -5.26086 0.00599 2.15860 0.088 -0.042 0.029
H -5.58992 3.96128 0.61034 0.315 -0.165 0.091
H -3.12627 4.08980 0.37019 0.248 -0.082 0.036
H 1.70687 1.44249 -0.65109 -0.184 0.164 -0.021
H 1.80971 -0.19503 -0.00157 0.066 0.056 0.075
H 0.31182 0.32637 -0.72049 -0.028 0.215 -0.134
H 0.53216 3.50441 -0.02686 0.020 0.073 -0.060
H 0.98765 4.42500 1.43086 -0.027 0.031 0.019
H 2.24777 3.78398 0.37614 -0.028 0.053 -0.017
Cl -0.52699 -4.55669 3.35663 -0.203 -0.648 0.027
C 0.00099 -6.25247 3.51503 -0.164 -0.061 0.036
C 1.07344 -6.39219 4.56422 -0.002 -0.093 0.020
Cl 2.58495 -5.60347 4.04106 0.050 0.004 0.054
H 0.35595 -6.58707 2.54329 0.037 0.075 -0.012
H -0.87261 -6.84364 3.78658 0.020 0.016 0.072
H 1.30030 -7.44416 4.73032 0.026 -0.003 -0.069
H 0.76697 -5.95240 5.50981 0.012 0.084 -0.035
Cl 6.97126 -3.07637 2.65265 0.033 0.016 -0.009
C 5.94928 -3.07350 4.11747 -0.110 0.092 0.064
C 6.48183 -4.01168 5.16982 -0.017 0.024 0.082
Cl 6.32383 -5.71793 4.68495 0.049 -0.021 -0.024
H 4.93642 -3.33646 3.82059 0.038 -0.069 -0.080
H 5.94600 -2.05430 4.49975 0.045 -0.002 0.008
H 5.91331 -3.88838 6.09010 -0.059 0.014 -0.036
H 7.52999 -3.81625 5.38171 0.019 -0.035 -0.061
Cl 7.73236 0.96178 -1.33454 -0.012 0.027 -0.001
C 7.35599 -0.27577 -0.09709 0.003 -0.039 0.114
C 6.28656 -1.22503 -0.56265 0.150 -0.116 -0.004
Cl 4.69566 -0.43030 -0.70542 -0.079 0.034 -0.044
H 7.06738 0.24099 0.81432 -0.034 0.058 -0.043
H 8.27582 -0.82567 0.09306 0.002 -0.014 -0.059
H 6.17360 -2.03160 0.16110 -0.020 0.047 0.078
H 6.51585 -1.66209 -1.53359 0.067 0.353 0.299
Cl 4.82460 -5.48254 0.79232 -0.012 0.000 0.001
C 3.62357 -5.25016 -0.50820 0.007 -0.078 -0.063
C 3.23170 -3.80549 -0.65598 -0.090 -0.031 0.019
Cl 2.28718 -3.21317 0.73852 0.076 -0.018 -0.088
H 2.76308 -5.87835 -0.29066 0.008 0.024 0.091
H 4.08331 -5.59760 -1.43230 0.035 0.051 -0.002
H 2.60640 -3.67996 -1.53629 0.002 -0.034 0.030
H 4.10204 -3.16866 -0.76525 -0.012 0.044 0.064
Cl 4.07545 2.09595 -5.20529 -0.006 -0.011 -0.007
C 5.15399 2.91097 -4.03781 0.116 0.048 0.000
C 4.63052 2.82641 -2.62938 0.078 0.023 0.052
Cl 3.14715 3.79215 -2.39205 -0.006 -0.025 -0.061
H 5.27696 3.94185 -4.35963 -0.085 -0.001 -0.033
H 6.11917 2.41029 -4.09473 -0.019 -0.041 0.039
H 5.37650 3.21419 -1.93828 0.011 0.004 -0.016
H 4.40652 1.80142 -2.35842 -0.039 -0.075 0.041
Cl 2.64170 -2.61045 -4.03260 0.011 0.020 -0.054
C 4.16046 -1.95877 -4.70380 0.041 0.090 -0.027
C 5.28734 -2.95939 -4.64877 -0.011 0.038 -0.149
Cl 5.81227 -3.28857 -2.97303 -0.096 -0.398 -0.396
H 4.40138 -1.05043 -4.15614 -0.011 -0.032 0.056
H 3.96055 -1.69292 -5.74019 0.003 -0.039 -0.013
H 6.15213 -2.56453 -5.17896 0.006 0.048 0.045
H 5.00774 -3.90653 -5.10252 -0.049 -0.022 0.078
Cl -10.83193 5.85824 -0.52807 0.017 0.005 -0.031
C -10.21171 4.24709 -0.07198 -0.061 -0.104 -0.048
C -9.21167 4.31939 1.05090 -0.026 -0.126 0.120
Cl -7.69030 5.10096 0.54683 -0.300 0.270 -0.039
H -9.78197 3.79146 -0.96035 0.036 0.054 -0.011
H -11.06988 3.65396 0.23867 -0.002 0.027 0.048
H -8.95576 3.31365 1.37899 0.034 -0.019 -0.060
H -9.60411 4.87185 1.90059 0.018 0.081 -0.045
Cl -14.17556 5.42888 -4.52067 -0.004 -0.023 0.006
C -12.45046 5.43022 -4.06846 0.018 0.089 0.044
C -11.67718 4.33948 -4.76145 0.109 0.052 -0.044
Cl -12.13772 2.71611 -4.18384 -0.002 -0.010 0.000
H -12.38656 5.33416 -2.98850 -0.042 -0.033 0.016
H -12.04928 6.40136 -4.35350 0.015 -0.019 -0.043
H -10.61503 4.46048 -4.55448 -0.010 0.008 0.047
H -11.82566 4.36741 -5.83779 -0.071 -0.047 0.008